[1]
Formula: C11H22AsMnO5S4
Source: the OMol25 dataset
Level of theory: the ωB97M-V functional and the def2-TZVPD basis

The geometry in XYZ format:
```
44
Properties=species:S:1:pos:R:3:forces:R:3
Mn 0.2174 0.1050 0.0463 0.00 0.00 -0.10
C 0.2933 -2.5528 -1.4099 0.01 0.01 0.04
C 0.6908 -1.4582 -2.3796 0.01 0.02 -0.03
O 0.0694 -0.2054 -2.0173 -0.03 0.01 0.07
C -1.2779 0.0164 -2.4796 0.01 -0.02 -0.04
C -2.2921 -0.4976 -1.4831 -0.04 0.02 0.01
O -1.8460 -0.0542 -0.1930 0.10 0.01 -0.01
C -2.5562 -0.6362 0.9113 -0.03 0.01 -0.02
C -1.7673 -0.3076 2.1608 0.02 0.00 0.02
O -0.3565 -0.5217 1.9555 0.01 0.00 0.00
C 0.1533 -1.8466 2.2325 -0.01 0.01 0.01
C 0.0075 -2.7458 1.0169 0.01 0.01 -0.02
O 0.3870 -1.9469 -0.1137 0.02 -0.04 -0.03
H -0.7220 -2.9242 -1.5679 0.01 0.00 -0.01
H 0.9883 -3.3921 -1.4780 -0.01 0.00 -0.01
H 1.7604 -1.2672 -2.3152 -0.01 -0.01 0.00
H 0.4310 -1.7156 -3.4063 0.01 0.00 0.01
H -1.3762 1.0950 -2.5873 -0.01 0.00 0.00
H -1.4196 -0.4455 -3.4572 0.01 0.01 0.00
H -3.2762 -0.0769 -1.7013 0.00 -0.02 0.01
H -2.3733 -1.5868 -1.4786 0.01 0.00 -0.02
H -3.5592 -0.2090 0.9739 0.01 -0.01 0.00
H -2.6486 -1.7125 0.7472 0.01 0.00 0.02
H -1.8693 0.7455 2.4132 0.00 0.00 -0.01
H -2.1150 -0.8990 3.0081 -0.01 0.01 -0.01
H 1.2019 -1.6984 2.4772 -0.01 -0.01 -0.01
H -0.3605 -2.2669 3.0970 0.00 0.00 -0.01
H 0.6750 -3.6056 1.1042 -0.01 0.00 0.00
H -1.0126 -3.1101 0.8715 0.01 0.00 0.01
S 3.9864 2.7508 -0.2961 -0.02 0.00 0.02
As 5.5092 3.0491 1.4800 0.08 0.02 0.01
S 2.5404 -0.1849 0.5526 -0.07 0.06 0.05
S 2.4950 1.8351 0.7585 -0.08 -0.07 -0.10
S 4.7598 2.0099 3.0144 -0.01 0.01 -0.01
C -0.2103 2.8136 1.5953 0.01 0.03 -0.03
O -0.1535 2.0706 0.3461 -0.02 -0.05 0.02
C 1.0340 1.8346 -0.3433 0.04 0.03 0.13
C 1.1602 2.5073 -1.6719 -0.01 -0.02 -0.03
H -1.2667 2.9322 1.8143 0.00 0.00 0.00
H 0.2389 3.7915 1.4358 0.02 -0.01 0.02
H 0.2966 2.2717 2.3921 -0.01 0.00 0.01
H 1.4326 3.5583 -1.5515 0.00 0.00 0.00
H 0.2095 2.4644 -2.1978 0.00 -0.01 0.01
H 1.9211 2.0163 -2.2762 0.00 0.00 0.00
```
Forces are in eV/Å.

- HOMO level (eV) = -14.68
- energy (eV) = -157483.63359
- net charge = +2
- energy relative to the best compared isomer or geometry (same formula, charge and spin) (kJ/mol) = 5.1

For reference, the Mulliken charges in units of e are: atom 1 (Mn): 0.38, atom 2 (C): -0.68, atom 3 (C): -0.73, atom 4 (O): -0.10, atom 5 (C): -0.64, atom 6 (C): -0.60, atom 7 (O): -0.08, atom 8 (C): -0.52, atom 9 (C): -0.71, atom 10 (O): -0.23, atom 11 (C): -0.73, atom 12 (C): -0.59, atom 13 (O): 0.04, atom 14 (H): 0.30, atom 15 (H): 0.48, atom 16 (H): 0.32, atom 17 (H): 0.50, atom 18 (H): 0.21, atom 19 (H): 0.52, atom 20 (H): 0.54, atom 21 (H): 0.26, atom 22 (H): 0.53, atom 23 (H): 0.27, atom 24 (H): 0.19, atom 25 (H): 0.54, atom 26 (H): 0.33, atom 27 (H): 0.49, atom 28 (H): 0.48, atom 29 (H): 0.27, atom 30 (S): -0.11, atom 31 (As): 0.41, atom 32 (S): -0.03, atom 33 (S): 0.19, atom 34 (S): -0.13, atom 35 (C): -0.98, atom 36 (O): -0.23, atom 37 (C): 1.22, atom 38 (C): -1.72, atom 39 (H): 0.27, atom 40 (H): 0.36, atom 41 (H): 0.47, atom 42 (H): 0.52, atom 43 (H): 0.33, atom 44 (H): 0.41


[2]
Formula: C3H14NO3
Source: the OMol25 dataset
Level of theory: the ωB97M-V functional and the def2-TZVPD basis

The geometry in XYZ format:
```
21
Properties=species:S:1:pos:R:3:forces:R:3
C -1.0603 -0.9027 -0.5212 1.04 -0.49 -3.26
O 0.2495 -1.2814 -0.0695 -0.07 0.27 0.73
C -1.4787 0.6074 -0.1683 1.26 -0.30 -1.45
C -2.8644 0.7122 0.4390 -1.29 0.48 -1.48
N -0.3996 1.0853 0.8806 -4.28 2.52 -1.26
H -0.8844 -0.7988 -1.6612 -1.10 -0.67 1.51
H -1.7596 -1.7598 -0.2904 0.14 1.53 -0.06
H 0.5998 -2.0974 -0.5045 -0.61 1.13 0.30
H -1.3670 1.2325 -1.1590 0.07 -1.02 2.31
H -2.9533 1.5469 1.1030 0.29 0.11 1.24
H -3.1088 -0.2693 0.8004 -0.39 -0.04 0.94
H -3.7541 1.0317 -0.2020 1.61 -0.80 -0.17
H 0.1847 0.3693 1.0654 2.71 -3.66 0.95
H 0.2005 1.8126 0.5435 0.41 0.82 -0.42
H -0.9297 1.3768 1.7071 0.51 0.03 -0.04
H 2.7615 2.0921 0.9871 0.81 1.60 2.12
H 3.2268 1.5951 -0.3309 -1.25 -0.37 0.72
O 2.4754 1.5297 0.3185 0.24 -1.13 -2.70
H 3.4982 -3.0341 -0.3362 0.32 -1.16 0.99
H 3.9715 -2.5071 -1.6482 1.58 -0.52 -1.86
O 3.3919 -2.3410 -0.9533 -1.99 1.65 0.89
```
Forces are in eV/Å.

- HOMO level (eV) = -14.24
- energy (eV) = -10963.09037
- net charge = +1
- energy relative to the best compared isomer or geometry (same formula, charge and spin) (kJ/mol) = 185.0

For reference, the Mulliken charges in units of e are: atom 1 (C): -0.45, atom 2 (O): -0.58, atom 3 (C): 0.39, atom 4 (C): -1.40, atom 5 (N): -0.26, atom 6 (H): 0.25, atom 7 (H): 0.36, atom 8 (H): 0.32, atom 9 (H): 0.32, atom 10 (H): 0.42, atom 11 (H): 0.35, atom 12 (H): 0.30, atom 13 (H): 0.30, atom 14 (H): 0.31, atom 15 (H): 0.34, atom 16 (H): 0.31, atom 17 (H): 0.32, atom 18 (O): -0.62, atom 19 (H): 0.31, atom 20 (H): 0.30, atom 21 (O): -0.60


[3]
Formula: C15H14CdCl3NO
Source: the OMol25 dataset
Level of theory: the ωB97M-V functional and the def2-TZVPD basis

The geometry in XYZ format:
```
35
Properties=species:S:1:pos:R:3:forces:R:3
Cd -0.4200 -0.8732 -0.4703 -0.16 0.47 0.42
C 2.3838 -2.0227 -1.6295 -0.02 0.02 -0.03
N 1.9607 -0.9372 -0.7425 0.05 -0.04 0.01
C 2.3546 0.3646 -1.2975 0.06 -0.04 0.02
C 2.4792 -1.1396 0.6272 0.04 -0.05 -0.11
C 1.4514 -1.3702 1.7337 0.01 -0.02 0.05
C 1.9709 -1.5025 3.0228 -0.03 -0.04 -0.01
C 1.1346 -1.7434 4.0967 -0.02 -0.01 0.02
C -0.2357 -1.8524 3.8916 0.02 -0.01 0.03
C -0.7513 -1.7127 2.6139 -0.05 0.00 -0.06
C 0.0778 -1.4693 1.5166 0.15 -0.05 -0.28
H 3.4744 -2.0409 -1.7509 0.00 0.00 0.01
H 1.9338 -1.8937 -2.6145 -0.01 0.01 0.00
H 2.0644 -2.9803 -1.2187 -0.01 0.00 -0.01
H 3.4442 0.4292 -1.4111 0.00 0.02 0.02
H 2.0083 1.1643 -0.6458 0.00 0.00 0.01
H 1.8802 0.5103 -2.2659 0.00 0.00 -0.01
H 3.1036 -0.2831 0.8929 -0.04 0.02 0.03
H 3.1480 -2.0052 0.6131 0.03 0.02 0.03
H 3.0414 -1.4196 3.1848 0.00 0.01 -0.01
H 1.5455 -1.8458 5.0930 0.01 0.01 0.00
H -0.8960 -2.0373 4.7298 -0.01 -0.01 -0.01
H -1.8231 -1.7894 2.4736 0.00 0.01 0.00
Cl -5.5814 4.0841 -1.8267 0.01 -0.02 0.00
C -4.1284 3.1302 -1.7562 -0.03 0.02 0.00
C -4.2121 1.7614 -1.5975 0.07 0.06 0.00
C -3.0336 1.0402 -1.5458 -0.15 -0.22 -0.04
Cl -3.1421 -0.7015 -1.3697 -0.07 -0.06 0.00
C -1.7499 1.5943 -1.6433 0.12 0.13 -0.05
O -0.6453 0.9103 -1.6043 0.03 -0.24 -0.03
C -1.7421 2.9973 -1.8046 0.00 0.03 0.00
Cl -0.2057 3.7917 -1.9315 -0.01 -0.04 0.00
C -2.8945 3.7535 -1.8613 0.01 0.01 0.00
H -5.1673 1.2639 -1.5176 -0.01 0.00 0.00
H -2.8285 4.8250 -1.9843 -0.01 0.00 0.00
```
Forces are in eV/Å.

- HOMO level (eV) = -7.96
- energy (eV) = -61450.97642
- net charge = 0
- energy relative to the best compared isomer or geometry (same formula, charge and spin) (kJ/mol) = 14.7

For reference, the Mulliken charges in units of e are: atom 1 (Cd): 0.48, atom 2 (C): -1.24, atom 3 (N): 0.41, atom 4 (C): -1.23, atom 5 (C): -0.82, atom 6 (C): 1.15, atom 7 (C): -0.79, atom 8 (C): -0.43, atom 9 (C): -0.59, atom 10 (C): -0.02, atom 11 (C): -0.76, atom 12 (H): 0.38, atom 13 (H): 0.31, atom 14 (H): 0.38, atom 15 (H): 0.38, atom 16 (H): 0.42, atom 17 (H): 0.31, atom 18 (H): 0.44, atom 19 (H): 0.45, atom 20 (H): 0.37, atom 21 (H): 0.37, atom 22 (H): 0.36, atom 23 (H): 0.41, atom 24 (Cl): -0.22, atom 25 (C): 0.49, atom 26 (C): -0.93, atom 27 (C): 0.67, atom 28 (Cl): -0.28, atom 29 (C): 0.02, atom 30 (O): -0.93, atom 31 (C): 0.63, atom 32 (Cl): -0.20, atom 33 (C): -0.84, atom 34 (H): 0.42, atom 35 (H): 0.42